(1)
Density functional theory data (wB97M-V/def2-TZVPD) for a structure of composition C2HKLiO3 at a distorted geometry.

XYZ file:
```
8
C2HKLiO3 | the Open Molecules 2025 dataset | wB97M-V/def2-TZVPD
C 0.7451 -0.5636 -1.2392
H 1.3762 -0.0202 -1.9692
O -0.0265 0.5300 -0.6962
C -0.9128 0.2093 0.2778
O -1.5709 1.2149 0.6592
O -0.4284 -0.5982 1.1294
K 0.7682 -2.6282 0.3213
Li 0.0491 1.8559 1.5170
```

Calculated values
Energy above the lowest of the compared OMol25 structures with the same formula, charge and spin (kJ/mol): 325.8
<S²>: 0.75
Spin multiplicity: 2

---

(2)
Density functional theory data (wB97M-V/def2-TZVPD) for a cluster of 2 separate species, C2HN2 in total at a distorted geometry.

XYZ file:
```
5
C2HN2 | the Open Molecules 2025 dataset | wB97M-V/def2-TZVPD
C -2.1012 -0.1278 -0.2264
C 1.7132 -0.0167 0.0400
N -3.0687 0.2620 0.1537
N 0.9253 -0.7779 -0.2560
H 2.5314 0.6603 0.2887
```

Calculated values
Net charge: +1
Energy above the lowest of the compared OMol25 structures with the same formula, charge and spin (kJ/mol): 669.9

---

(3)
Density functional theory data (wB97M-V/def2-TZVPD) for the ion C2HN2O2S with charge -1 at a distorted geometry.

XYZ file:
```
8
C2HN2O2S | the Open Molecules 2025 dataset | wB97M-V/def2-TZVPD
C -0.0658 -0.1295 0.2538
C 0.5312 -0.8271 1.3161
N -0.4117 -1.4645 2.0530
N -1.6055 -1.0765 1.5312
O -2.7464 -1.3841 1.7547
O -1.3891 -0.3902 0.3240
S 2.2246 -0.9981 1.4532
H 0.2425 0.7073 -0.4045
```

Calculated values
Electronic energy (eV): -19996.369
Net charge: -1
<S²>: 2.02
Spin multiplicity: 3

---

(4)
Density functional theory data (wB97M-V/def2-TZVPD) for a cluster of 2 separate species, C2HN2P in total at a distorted geometry.

XYZ file:
```
6
C2HN2P | the Open Molecules 2025 dataset | wB97M-V/def2-TZVPD
C -0.3879 -1.2299 -0.5886
C 0.0495 1.7537 0.2218
N -0.8897 -1.6185 -1.5435
N -0.2074 2.8492 -0.0528
P 0.0687 -0.8017 1.0242
H 1.3667 -0.9528 0.9390
```

Calculated values
Energy above the lowest of the compared OMol25 structures with the same formula, charge and spin (kJ/mol): 207.7

---

(5)
Density functional theory data (wB97M-V/def2-TZVPD) for a cluster of 2 separate species, C2HN2S3 in total at a distorted geometry.

XYZ file:
```
8
C2HN2S3 | the Open Molecules 2025 dataset | wB97M-V/def2-TZVPD
C -0.9888 -0.6659 0.1702
C 1.9133 -0.2443 0.0811
N 1.0955 -1.1309 -0.0766
N -1.1671 0.5768 -0.0250
S -1.8051 -2.0110 0.0847
S 3.2104 0.6265 0.0554
S -0.1646 1.9277 0.1048
H -2.0936 0.9210 -0.3945
```

Calculated values
Net charge: -1
Energy above the lowest of the compared OMol25 structures with the same formula, charge and spin (kJ/mol): 224.5

---

(6)
Density functional theory data (wB97M-V/def2-TZVPD) for the molecule C2HN3O3 at a distorted geometry.

XYZ file:
```
9
C2HN3O3 | the Open Molecules 2025 dataset | wB97M-V/def2-TZVPD
C -0.9919 -0.0120 -0.5543
C 0.2807 0.0161 0.2543
H -1.5450 0.5233 -2.2335
N 0.0638 -0.3856 1.7324
N 1.2983 -0.5957 2.0702
N 1.4130 0.3269 -0.0156
O -0.7067 0.9951 -1.5865
O -2.0648 -0.6491 -0.6774
O 2.2527 -0.2190 1.0103
```

Calculated values
SMILES string: O=C(O)c1nnon1
Energy above the lowest of the compared OMol25 structures with the same formula, charge and spin (kJ/mol): 644.0

---

(7)
Density functional theory data (wB97M-V/def2-TZVPD) for the molecule C2HN3O3 at a distorted geometry.

XYZ file:
```
9
C2HN3O3 | the Open Molecules 2025 dataset | wB97M-V/def2-TZVPD
C -0.0645 0.1638 0.1719
C -0.2342 -0.5187 -2.0451
N -0.1053 -0.6241 1.1314
N -0.2838 0.4140 -1.0135
N 0.4975 0.9515 2.6185
O 0.1941 -0.3030 2.3983
O 0.6073 -1.3498 -2.1814
O 0.4843 1.6543 1.6340
H -1.0954 -0.3881 -2.7143
```

Calculated values
SMILES string: O=CN=C=NON=O
Energy above the lowest of the compared OMol25 structures with the same formula, charge and spin (kJ/mol): 717.6

---

(8)
Density functional theory data (wB97M-V/def2-TZVPD) for the molecule C2HN3O3 at a distorted geometry.

XYZ file:
```
9
C2HN3O3 | the Open Molecules 2025 dataset | wB97M-V/def2-TZVPD
C -0.4460 -0.4546 -0.0456
C -0.4300 1.0781 0.0071
H -1.4228 -1.8918 0.0162
N 0.6960 -1.1232 0.1328
N 1.8359 -0.5175 -0.0837
N 1.9835 0.7250 -0.1091
O -1.5780 -0.9662 -0.0132
O 0.8457 1.4882 0.1520
O -1.4843 1.6619 -0.0565
```

Calculated values
SMILES string: O=c1onnnc1O
Energy above the lowest of the compared OMol25 structures with the same formula, charge and spin (kJ/mol): 505.4

---

(9)
Density functional theory data (wB97M-V/def2-TZVPD) for the molecule C2HN3S at a distorted geometry.

XYZ file:
```
7
C2HN3S | the Open Molecules 2025 dataset | wB97M-V/def2-TZVPD
C -0.5437 0.4337 -0.7333
C 0.5495 -0.5606 0.7916
N -0.9652 -0.7908 -0.6202
N -0.2780 -1.4432 0.3515
N 0.4478 0.6413 0.1653
S 1.7010 0.5523 1.4638
H -0.9114 1.1673 -1.4186
```

Calculated values
SMILES string: c1nnc2n1S2
Energy above the lowest of the compared OMol25 structures with the same formula, charge and spin (kJ/mol): 234.5

---

(10)
Density functional theory data (wB97M-V/def2-TZVPD) for the molecule C2HNO at a distorted geometry.

XYZ file:
```
5
C2HNO | the Open Molecules 2025 dataset | wB97M-V/def2-TZVPD
O -0.4177 -0.2933 -0.3282
C -0.7115 0.4766 0.7342
C 0.8990 -0.3587 -0.4309
N 2.0359 -0.4077 -0.6125
H -1.8057 0.5830 0.6373
```

Calculated values
Energy above the lowest of the compared OMol25 structures with the same formula, charge and spin (kJ/mol): 357.0

---

(11)
Density functional theory data (wB97M-V/def2-TZVPD) for the molecule C2HNO at a distorted geometry.

XYZ file:
```
5
C2HNO | the Open Molecules 2025 dataset | wB97M-V/def2-TZVPD
O -0.5774 -0.5381 -0.5106
C -0.5941 0.1870 0.5944
C 0.7680 -0.2598 -0.2392
N 1.9113 -0.1982 -0.5098
H -1.5078 0.8091 0.6651
```

Calculated values
Energy above the lowest of the compared OMol25 structures with the same formula, charge and spin (kJ/mol): 472.4

---

(12)
Density functional theory data (wB97M-V/def2-TZVPD) for a structure of composition C2HNO3 at a distorted geometry.

XYZ file:
```
7
C2HNO3 | the Open Molecules 2025 dataset | wB97M-V/def2-TZVPD
C 0.1537 0.4586 -0.4374
C -0.4612 1.0976 -1.4895
N 1.7356 1.5088 -0.7119
O 1.9894 2.4793 -0.0884
O 2.3408 0.8953 -1.5124
O 0.0415 -0.1894 -1.6550
H -0.0829 -0.0037 0.5261
```

Calculated values
Energy above the lowest of the compared OMol25 structures with the same formula, charge and spin (kJ/mol): 548.5
<S²>: 2.01
Spin multiplicity: 3